1.
C49H38NOP2ReS as an isolated structure. Source: the Open Molecules 2025 dataset; level of theory: wB97M-V/def2-TZVPD.

Last column: Mulliken charge in e.
Atoms and positions in Å:
1 Re -0.44 -0.31 0.29  0.00
2 S -2.06 -0.22 -1.42  1.02
3 P 1.06 -0.22 -1.62  1.79
4 P -1.16 2.01 0.44  2.40
5 O -3.24 -0.97 -1.05  -0.74
6 N 0.17 -1.77 1.16  0.61
7 C 0.59 2.07 -3.19  -0.55
8 C -3.68 1.19 1.49  -0.89
9 C 0.46 4.25 0.54  0.18
10 C 0.05 -0.96 -2.97  -0.04
11 C -2.12 -1.41 -3.94  -0.43
12 C -0.47 -3.84 2.10  0.62
13 C 1.41 1.45 -2.24  0.93
14 C -1.59 -5.55 3.39  -0.97
15 C 3.57 -0.84 -2.63  -0.53
16 C -1.18 4.06 2.32  -0.57
17 C 3.05 -1.80 -0.47  -0.38
18 C 0.28 5.97 2.22  -0.62
19 C 2.17 3.88 -3.35  -0.72
20 C -3.84 -0.10 3.52  -0.75
21 C -0.58 3.56 1.17  0.32
22 C 0.88 5.46 1.07  -0.74
23 C 3.75 -2.21 4.61  -0.55
24 C -0.74 -4.46 3.33  -0.26
25 C -2.56 1.46 -1.89  0.34
26 C 0.97 3.29 -3.73  -0.77
27 C -3.34 1.72 -3.00  -0.79
28 C 2.17 -1.28 3.06  0.27
29 C 3.25 -1.12 3.91  -1.01
30 C 2.59 2.07 -1.83  -0.70
31 C 2.14 -3.65 3.56  -0.58
32 C -1.51 -1.94 -5.06  -1.04
33 C 0.65 -1.52 -4.08  -0.65
34 C -2.60 3.77 -1.25  -1.31
35 C -2.30 1.24 1.65  0.10
36 C 4.80 -1.46 -2.60  -0.93
37 C -1.11 -4.30 0.94  -0.40
38 C -0.12 -2.00 -5.13  -0.89
39 C 2.68 -1.03 -1.57  0.88
40 C 3.21 -3.48 4.42  -0.99
41 C 0.42 -2.69 2.02  -0.16
42 C -0.76 5.28 2.82  -0.86
43 C -1.68 0.60 2.74  -0.03
44 C -2.21 -6.01 2.23  -0.49
45 C -4.45 0.53 2.44  -0.69
46 C -1.96 -5.39 1.01  -0.86
47 C 5.17 -2.24 -1.51  -0.76
48 C -2.46 -0.06 3.67  -0.80
49 C 4.30 -2.39 -0.44  -0.51
50 C 2.97 3.28 -2.39  -0.98
51 C -1.34 -0.90 -2.92  0.35
52 C -2.18 2.46 -1.00  0.66
53 C 1.58 -2.54 2.91  1.05
54 C -3.75 3.02 -3.23  -0.97
55 C -3.40 4.04 -2.35  -0.91
56 H -2.43 -5.77 0.11  0.47
57 H -2.00 3.53 2.79  0.48
58 H -3.62 0.93 -3.67  0.50
59 H -3.20 -1.41 -3.85  0.66
60 H 4.60 -2.97 0.41  0.54
61 H -1.79 -6.03 4.33  0.46
62 H -2.10 -2.32 -5.88  0.48
63 H 1.75 -4.64 3.37  0.70
64 H 3.22 1.59 -1.09  0.54
65 H 3.90 3.74 -2.09  0.52
66 H 0.34 3.76 -4.47  0.52
67 H -0.32 -4.06 4.24  0.69
68 H 0.93 3.85 -0.34  0.03
69 H 5.48 -1.34 -3.43  0.46
70 H 1.73 -1.61 -4.13  0.58
71 H -2.90 -6.84 2.28  0.46
72 H -0.61 0.75 2.94  0.69
73 H 6.14 -2.71 -1.50  0.45
74 H -5.52 0.51 2.34  0.50
75 H -0.32 1.60 -3.53  0.37
76 H -4.37 3.25 -4.09  0.49
77 H 3.69 -0.15 4.04  0.50
78 H 1.76 -0.44 2.51  0.47
79 H -4.45 -0.62 4.24  0.46
80 H -3.74 5.04 -2.52  0.48
81 H -4.16 1.67 0.65  0.45
82 H 2.47 4.81 -3.80  0.46
83 H 0.63 6.90 2.64  0.44
84 H 4.57 -2.08 5.29  0.48
85 H -2.33 4.57 -0.57  0.58
86 H 3.31 -0.19 -3.46  0.58
87 H -2.01 -0.54 4.53  0.55
88 H 1.68 6.01 0.59  0.50
89 H -1.25 5.69 3.69  0.47
90 H -0.90 -3.82 -0.01  0.56
91 H 0.36 -2.43 -6.00  0.51
92 H 3.61 -4.33 4.94  0.48
93 H 2.36 -1.89 0.35  -0.26

## Properties
- HOMO (alpha / beta): -16.5 / -16.4 eV
- Net charge: +3
- Multiplicity: 2
- <S²>: 0.793

2.
One molecule with the formula C4H5NO. Source: the Open Molecules 2025 dataset; level of theory: wB97M-V/def2-TZVPD.

Last column: Mulliken charge in e.
Atoms and positions in Å:
1 O 0.43 -1.25 0.28  -0.45
2 N 2.41 0.14 -0.25  -0.62
3 C 0.21 0.99 -0.28  -0.35
4 C -1.04 0.62 -0.06  -0.30
5 C -1.22 -0.78 0.31  -0.25
6 C 1.17 -0.12 -0.07  0.41
7 H 0.60 1.95 -0.58  0.40
8 H -1.91 -1.28 -0.42  0.26
9 H -1.99 1.13 -0.11  0.38
10 H -1.77 -0.84 1.29  0.26
11 H 3.12 -0.57 -0.12  0.25

## Properties
- Structure (SMILES): [H]/N=C1/C=CCO1
- HOMO: -9.5 eV

3.
A 2-piece molecular cluster, C4H3N2O2 overall. Source: the Open Molecules 2025 dataset; level of theory: wB97M-V/def2-TZVPD.

Last column: Mulliken charge in e.
Atoms and positions in Å:
1 O 1.34 0.30 -2.46  -0.09
2 O 0.67 -3.32 1.51  -0.12
3 N 1.43 1.86 1.43  -0.20
4 N 0.13 0.86 -0.46  -0.01
5 C -1.15 0.35 -0.08  -0.74
6 C 0.81 1.39 0.60  0.30
7 C 0.79 0.51 -1.49  0.72
8 C 0.09 -2.63 0.85  0.13
9 H -1.56 -0.39 -0.86  0.37
10 H -0.92 -0.30 0.75  0.32
11 H -1.64 1.35 0.22  0.33

## Properties
- HOMO: -17.2 eV
- Net charge: +1

4.
C11H8NNiO5 as an isolated structure. Source: the Open Molecules 2025 dataset; level of theory: wB97M-V/def2-TZVPD.

Last column: Mulliken charge in e.
Atoms and positions in Å:
1 Ni 1.73 0.50 0.49  0.47
2 O 0.32 -3.57 0.71  -0.44
3 O 3.11 -1.64 1.42  -0.20
4 O 4.13 2.06 1.49  -0.18
5 O 1.08 3.34 0.16  -0.19
6 O 3.04 -2.57 -1.37  -0.50
7 N -0.02 -0.64 -0.34  -0.54
8 C -2.96 1.19 0.96  -0.51
9 C 3.22 1.42 1.12  0.24
10 C 1.37 2.22 0.22  0.52
11 C -1.95 0.22 0.86  -0.44
12 C -3.24 2.02 -0.13  -0.54
13 C -1.23 0.13 -0.33  0.32
14 C -1.52 0.93 -1.44  -0.27
15 C -2.53 1.89 -1.33  -0.53
16 C 2.32 -3.36 -0.82  0.12
17 C 1.28 -3.59 0.01  0.46
18 C 2.45 -0.80 1.06  0.45
19 H -1.69 -0.43 1.70  0.40
20 H 0.28 -0.84 -1.30  0.30
21 H -4.03 2.77 -0.04  0.38
22 H 2.17 -4.35 -0.66  0.38
23 H -2.76 2.53 -2.18  0.39
24 H -0.93 0.83 -2.35  0.35
25 H -3.52 1.28 1.89  0.38
26 H -0.10 -1.53 0.18  0.19

## Properties
- HOMO (alpha / beta): -12.0 / -12.2 eV
- Net charge: +1
- Multiplicity: 3
- <S²>: 2.022

no.,molecular weight (Da)
1,937.071
2,83.090
3,111.080
4,292.880